Density functional theory data (ωB97M-V with the def2-TZVPD basis set) for a single C5H9NO molecule.

For the HOMO-LUMO gap, the calculation gives 8.048 eV. As for the total charge: 0. The spin multiplicity is 1. The calculation puts the total energy at -8865.2764 eV. The SMILES is C/C=C(O)\C=C/N.

```
16
C5H9NO, DFT ωB97M-V with the def2-TZVPD basis set
C -0.101 -0.715 -0.613
H -0.058 -0.935 -1.685
H -1.216 -1.234 1.168
C 1.132 -0.396 0.030
H 1.487 0.712 1.913
N -0.212 2.272 -0.385
H -1.078 1.399 1.252
H -1.223 -2.493 -0.068
C -1.249 -1.406 0.091
O 2.347 -0.933 -0.315
H 0.562 2.218 -1.034
C 0.963 0.580 0.972
H -1.094 2.480 -0.835
H 2.191 -1.761 -0.786
C -0.231 1.277 0.571
H -2.221 -1.063 -0.277
```


Density functional theory data (ωB97M-V with the def2-TZVPD basis set) for a molecular structure, C46H53N8S3ScSi at a distorted geometry.

For the HOMO-LUMO gap, the calculation gives 7.080 eV. As for the total charge: 0. The spin multiplicity is 1. The calculation puts the total energy at -121566.9913 eV.

```
112
C46H53N8S3ScSi, DFT ωB97M-V with the def2-TZVPD basis set
C 18.359 14.323 14.853
H 19.565 9.407 16.310
H 9.606 15.364 21.164
C 15.997 10.769 17.223
N 14.033 10.134 13.223
H 11.182 11.746 15.066
C 18.805 8.262 13.452
H 19.167 5.631 12.903
H 17.836 10.688 18.281
H 18.708 11.417 14.278
H 20.484 14.851 14.965
H 10.920 13.797 12.400
N 14.866 16.001 13.832
H 13.912 14.567 18.736
C 14.314 17.675 18.370
C 14.069 16.675 17.469
H 10.468 8.072 17.027
N 18.861 9.319 14.300
C 15.054 18.368 13.520
H 15.579 9.821 16.930
H 12.236 15.128 15.490
C 18.117 5.954 12.975
H 16.210 17.211 14.865
C 19.404 10.638 13.956
H 16.537 9.771 19.051
H 17.740 6.106 12.038
C 10.833 9.069 17.014
H 13.648 12.987 19.441
C 15.432 17.181 14.098
C 11.339 13.929 11.381
C 11.074 9.601 18.275
H 16.454 11.195 16.356
H 17.184 12.028 20.182
H 15.707 18.780 19.618
C 14.231 18.298 12.378
H 13.830 19.110 11.676
C 12.416 14.266 8.848
H 15.432 11.661 19.883
C 18.685 9.062 15.712
H 17.414 5.226 13.474
C 9.840 14.954 17.242
H 14.144 11.484 16.424
H 16.673 8.479 14.600
H 15.943 7.435 13.432
H 18.372 13.585 14.050
C 16.627 17.421 18.170
C 14.705 11.540 17.357
C 11.555 11.735 17.252
C 10.889 9.843 15.877
Si 12.174 13.555 17.353
C 12.598 14.113 15.671
H 13.401 18.095 18.828
C 15.550 18.079 18.761
N 18.084 7.122 13.858
C 14.378 11.463 13.384
C 13.749 13.513 18.457
C 10.603 13.654 10.247
H 9.604 13.218 10.234
C 11.488 10.927 18.354
H 13.010 17.014 11.229
C 10.695 14.710 19.486
C 16.781 10.647 18.466
N 15.098 16.064 16.863
C 10.824 14.553 18.125
H 17.680 17.798 18.350
C 16.118 13.095 18.526
H 10.706 9.405 14.893
C 17.106 14.732 15.467
H 19.597 10.673 12.941
H 12.193 13.470 14.913
H 16.015 14.047 19.087
H 20.268 10.841 14.535
C 16.387 16.457 17.180
H 13.041 16.254 17.329
H 9.979 14.926 16.168
H 18.665 7.971 15.917
C 16.393 11.857 19.431
C 8.532 15.677 19.190
H 16.276 6.765 15.043
N 13.547 12.367 12.882
H 7.838 15.746 17.161
N 14.926 13.008 17.704
C 9.549 15.229 20.064
C 13.190 14.555 9.940
S 15.884 11.793 14.217
C 19.477 14.904 15.336
H 10.511 13.683 8.106
H 13.104 10.016 12.807
H 16.996 13.288 17.859
Sc 14.926 14.095 15.243
H 15.396 19.308 13.847
C 11.229 11.153 15.983
C 12.659 14.401 11.229
H 7.652 16.131 19.605
H 14.162 15.053 9.914
H 12.774 14.353 7.861
S 19.358 8.309 11.891
H 14.636 9.403 13.535
C 13.514 14.586 12.423
H 14.089 11.104 18.150
H 11.703 11.370 19.366
H 11.530 14.391 20.082
C 14.076 15.882 12.771
C 11.093 13.888 9.008
C 13.732 17.061 12.017
H 11.023 8.992 19.154
S 19.065 16.112 16.514
C 17.417 15.671 16.450
H 17.822 9.625 16.042
C 8.678 15.515 17.848
N 13.978 13.651 13.141
C 16.672 7.442 14.250
```


Density functional theory data (ωB97M-V with the def2-TZVPD basis set) for a single C4H6N2OS molecule at a distorted geometry.

For the HOMO-LUMO gap, the calculation gives 8.265 eV. As for the total charge: 0. The spin multiplicity is 1. The calculation puts the total energy at -20108.0779 eV. The SMILES is Cc1nc(S)[nH]c1O.

```
14
C4H6N2OS, DFT ωB97M-V with the def2-TZVPD basis set
C 0.218 0.988 0.240
H 1.913 -3.063 0.646
N 1.368 0.435 0.776
H -1.815 0.589 -1.889
S 2.542 -2.001 1.116
H 2.109 0.947 1.203
N 0.175 -1.231 -0.050
C -0.492 -0.049 -0.277
H -0.779 2.554 -0.106
O 0.063 2.329 0.311
H -2.110 -1.004 -1.226
H -2.636 0.411 -0.334
C 1.270 -0.903 0.568
C -1.828 -0.003 -0.979
```


Density functional theory data (ωB97M-V with the def2-TZVPD basis set) for a single C10H18N4O4 molecule at a distorted geometry.

For the HOMO-LUMO gap, the calculation gives 9.674 eV. As for the total charge: 0. The spin multiplicity is 1. The calculation puts the total energy at -24814.4793 eV. The SMILES is CNC(=O)CNC(=O)[C@@H](CCC(N)=O)NC(C)=O.

```
36
C10H18N4O4, DFT ωB97M-V with the def2-TZVPD basis set
H 3.207 5.721 -3.308
O -2.771 -1.538 2.234
N -0.588 -1.066 1.918
C -1.612 -1.556 2.609
O -0.899 -4.371 -0.567
C 0.604 0.592 0.560
O 0.963 2.590 -2.899
C -0.640 -0.326 0.660
H 0.355 -1.153 2.311
H -0.245 -2.578 3.893
C 2.893 4.697 -3.454
H -1.960 -2.815 4.312
C -0.703 -1.288 -0.558
C 1.808 2.951 -2.067
O 1.506 0.600 1.432
H 2.793 1.800 -0.594
H 1.953 4.679 -4.010
C 1.852 2.340 -0.671
H 0.211 -1.848 -0.613
H -1.539 0.280 0.624
H 1.818 3.151 0.041
H 3.617 4.226 -4.090
N 2.720 3.923 -2.238
H -2.997 -3.232 1.381
H -1.121 -1.230 4.658
H 0.052 1.358 -1.234
H -0.710 -0.655 -1.441
C -1.903 -2.209 -0.757
C -1.236 -2.105 3.984
N -2.468 -3.937 0.881
H -2.107 -2.331 -1.829
H -2.350 -4.838 1.229
C -1.734 -3.580 -0.149
H -2.816 -1.778 -0.332
H 3.312 4.103 -1.453
N 0.734 1.423 -0.462
```


What energy relative to the best compared isomer or geometry (same formula, charge and spin) values result from the calculations? In sequence: 379.8; 116.4; 121.9; 8.5 kJ/mol.
What LUMO energy values result from the calculations? In sequence: 0.88; -0.56; 0.60; 0.46 eV.